Entry 1:
This record from the Open Molecules 2025 dataset describes the molecule C7H9NO. The level of theory is the ωB97M-V functional and the def2-TZVPD basis.

Each line ends with the Mulliken charge.
CARTESIAN COORDINATES (ANGSTROEM)
C  0.00334  -1.41649  0.05570  -0.726
C  0.39339  0.02094  0.19368  0.677
C  -1.24297  -1.74449  -0.07568  -0.340
C  2.92929  0.46809  0.33894  -0.659
C  1.87852  0.15087  -0.34580  -0.445
C  -0.59223  1.01539  -0.35858  -0.683
C  -1.98512  0.44629  -0.03321  0.628
N  -2.21334  -0.78085  0.15972  -0.649
O  -2.93456  1.32861  0.06741  -0.491
H  0.80378  -2.10505  0.24615  0.374
H  0.48097  0.30777  1.28864  0.142
H  -1.78733  -2.73871  -0.16583  0.369
H  4.03771  0.47433  -0.11157  0.185
H  2.84991  0.72694  1.31820  0.338
H  2.02913  -0.15463  -1.36339  0.301
H  -0.26219  1.96465  0.15550  0.308
H  -0.58300  1.23184  -1.45785  0.291
H  -3.80528  0.80450  0.08798  0.381

Forces on the atoms, in the same order (eV/Å):
2.1 0.1 0.4
2.8 0.1 0.8
-2.8 -1.7 0.6
3.9 -0.1 -2.2
-2.7 -0.6 -0.8
-0.3 0.8 -0.3
2.4 -0.2 0.3
-1.6 0.7 -0.9
-3.1 0.4 0.0
0.2 -0.5 -0.5
-0.1 -0.6 -0.8
1.7 1.0 0.0
-2.8 0.0 0.9
0.0 0.8 2.8
-0.3 -0.1 -0.6
-1.3 -0.6 -0.7
0.3 -0.4 0.7
1.6 1.0 0.2

Molecular weight = 123.155 g/mol
HOMO energy = -8.57 eV
SMILES = C=C[C@@H]1C=CN=C(O)C1
Kohn-Sham gap = 9.45 eV
Energy relative to the best compared isomer or geometry (same formula, charge and spin) = 57.5 kcal/mol
E = -402.04937 hartree

=====

Entry 2:
This record from the Open Molecules 2025 dataset describes the molecule C7H9NO. The level of theory is the ωB97M-V functional and the def2-TZVPD basis.

Each line ends with the Mulliken charge.
CARTESIAN COORDINATES (ANGSTROEM)
C  -2.87457  -0.43232  0.02164  -1.089
C  -0.52461  0.34155  -0.02461  0.910
C  0.35102  1.48301  -0.00511  -0.479
C  1.70842  1.30181  -0.00657  -0.786
C  2.24687  -0.00732  0.02163  0.721
C  1.38776  -1.10147  -0.00408  -0.745
C  0.07416  -0.98470  -0.00154  -0.894
H  -2.61168  -1.11252  -0.84670  0.235
H  -3.81017  -0.27868  0.01988  0.477
H  -2.68995  -0.88921  1.01358  0.329
H  -2.25450  1.37321  0.07457  0.052
H  -0.27999  2.53592  0.06370  0.070
H  2.23436  2.03405  -0.12965  0.720
H  3.99335  -1.17165  -0.06755  0.352
H  1.86121  -1.94843  -0.04343  0.414
H  -0.55847  -1.69258  -0.08791  0.594
N  -1.86192  0.62748  -0.03450  -0.252
O  3.60869  -0.07815  0.03663  -0.627

Forces on the atoms, in the same order (eV/Å):
9.1 -3.1 0.1
2.0 0.8 0.5
-3.4 0.5 0.3
-5.3 -8.2 0.9
-1.1 1.2 -0.2
1.9 4.5 0.3
-1.1 7.5 0.0
-0.6 0.1 1.2
-6.8 2.5 -0.5
-0.1 -0.8 -0.6
-4.0 11.2 1.5
2.3 -2.5 -0.4
6.3 8.0 -0.9
-2.1 5.0 0.5
2.2 -5.2 -0.2
-3.9 -5.4 -0.4
2.3 -11.1 -1.9
2.3 -5.0 -0.5

Molecular weight = 123.155 g/mol
HOMO energy = -6.93 eV
SMILES = CNc1ccc(O)cc1
Kohn-Sham gap = 7.65 eV
Energy relative to the best compared isomer or geometry (same formula, charge and spin) = 115.0 kcal/mol
E = -401.95769 hartree

=====

Entry 3:
This record from the Open Molecules 2025 dataset describes the molecule C7H9NS. The level of theory is the ωB97M-V functional and the def2-TZVPD basis.

Each line ends with the Mulliken charge.
CARTESIAN COORDINATES (ANGSTROEM)
C  0.86832  0.51625  -1.43501  -0.478
C  1.46628  0.52311  -0.24112  -0.660
C  -0.48305  1.07133  -1.19489  0.392
C  0.44221  1.19356  0.65124  0.524
C  -1.54463  0.33124  -1.09032  -0.984
C  -0.49582  0.43799  1.31449  -0.480
C  0.35908  -2.13136  0.96838  -0.809
N  -0.30501  2.08421  -0.20249  -0.433
S  -0.29389  -1.08424  2.21757  -0.054
H  1.06985  -0.11559  -2.23924  0.482
H  2.55172  0.25851  -0.03788  0.376
H  -2.45226  0.73910  -0.72880  0.335
H  -1.58282  -0.63346  -1.56843  0.335
H  -1.34644  1.05160  1.79713  0.292
H  -0.39625  -2.27500  0.16820  0.210
H  0.62715  -2.99226  1.53734  0.370
H  1.27379  -1.86087  0.54032  0.295
H  0.24179  2.88586  -0.45651  0.288

Forces on the atoms, in the same order (eV/Å):
-0.9 -0.3 0.6
1.9 1.1 0.4
1.6 0.7 -0.7
-0.5 -1.8 0.7
-1.8 -0.8 -2.3
0.6 1.9 4.2
-1.2 -0.6 -0.5
-0.9 0.6 0.7
-0.3 1.5 -0.2
0.8 -0.6 -1.4
-1.8 -0.1 0.0
-0.7 0.2 0.6
-0.1 -0.2 -0.1
1.1 -1.1 -1.3
0.6 -0.4 0.6
-0.3 -1.3 0.0
1.3 1.0 -0.6
0.5 0.1 -0.6

Molecular weight = 139.223 g/mol
HOMO energy = -8.01 eV
SMILES = C=c1cc/c(=C\SC)[nH]1
Kohn-Sham gap = 8.34 eV
Energy relative to the best compared isomer or geometry (same formula, charge and spin) = 97.1 kcal/mol
E = -724.88873 hartree